Below is 8 unconnected molecules or ions with the total composition C9H33NO8 in a non-equilibrium geometry, with properties calculated with ωB97M-V/def2-TZVPD.

## Properties
- HOMO-LUMO gap (eV) = 7.5
- lowest unoccupied orbital energy (eV) = -0.2
- largest force on an atom (eV/Å) = 2.68
- relative energy (zero: lowest compared OMol25 entry of this formula, charge and spin) (kcal per mole) = 38.10
- E (eV) = -27735.9400

Element x y z (Å)
C: -4.307 1.256 -0.105
C: -2.899 0.687 0.129
C: -2.465 -0.175 -1.088
C: -1.933 1.935 0.346
C: -0.615 1.633 1.118
C: -0.988 0.949 2.486
C: -1.756 -0.347 2.254
C: -0.733 -1.473 1.634
C: -2.284 -0.779 3.672
N: -2.909 -0.169 1.332
O: -3.828 -1.234 1.301
H: -4.906 0.507 -0.624
H: -4.856 1.657 0.747
H: -4.345 1.807 -1.045
H: -3.243 -0.882 -1.374
H: -2.293 0.505 -1.922
H: -1.508 -0.697 -1.074
H: -1.592 2.224 -0.648
H: -2.479 2.791 0.744
H: 0.172 1.129 0.557
H: -0.340 2.681 1.233
H: -1.638 1.629 3.036
H: -0.076 0.959 3.083
H: -0.238 -1.123 0.728
H: -1.133 -2.430 1.299
H: 0.072 -1.757 2.312
H: -1.339 -0.778 4.215
H: -2.794 -1.740 3.597
H: -3.021 -0.086 4.079
H: -4.468 -1.054 1.994
O: 3.577 2.157 0.241
H: 3.558 2.924 -0.332
H: 4.166 1.543 -0.199
O: 5.016 0.576 -1.096
H: 5.916 0.254 -1.044
H: 4.841 0.651 -2.034
O: 3.430 -3.727 0.053
H: 3.151 -2.984 -0.481
H: 3.216 -3.471 0.951
O: 3.883 -1.858 -3.622
H: 3.544 -1.795 -2.729
H: 4.306 -2.716 -3.659
O: 0.726 -0.725 -4.163
H: 0.899 0.202 -4.325
H: 0.916 -0.845 -3.232
O: 1.684 1.118 -1.809
H: 1.541 1.420 -2.706
H: 1.989 1.895 -1.340
O: 2.747 -1.135 -0.844
H: 2.095 -0.473 -0.615
H: 3.542 -0.635 -1.031

Atomic forces in eV per Å
-0.188 -1.368 -1.816
0.611 -0.265 0.545
-0.026 1.009 -0.770
0.431 -2.324 -0.888
-2.024 0.940 0.919
0.270 1.630 -1.881
0.172 -2.348 -0.581
-0.295 0.619 0.483
0.572 -0.133 -1.757
0.282 2.150 1.583
0.797 -0.248 -0.519
-0.463 -1.046 1.085
0.379 0.220 -0.189
0.632 1.575 0.491
0.034 -0.028 0.135
-0.415 0.111 -0.372
-0.052 -0.078 0.867
-0.356 0.159 -0.267
0.044 -0.236 0.423
-0.341 -0.171 -0.067
1.012 -0.147 0.695
-0.286 0.162 -0.130
-0.022 -1.097 0.143
-0.042 0.511 0.076
-0.867 0.153 0.337
0.015 0.293 0.364
-0.493 -0.449 0.760
0.476 -0.221 0.273
0.309 0.364 -0.048
-0.113 0.264 0.076
-1.119 0.742 0.542
0.186 0.393 0.092
0.412 -0.236 -0.049
0.444 -0.565 -0.513
0.339 -0.159 0.210
-0.104 0.066 -0.541
0.312 -0.661 -0.022
-0.259 0.465 0.010
-0.057 0.094 0.143
0.292 0.327 -0.189
-0.453 -0.051 0.326
0.104 -0.242 -0.067
-0.194 -0.035 -0.205
-0.007 0.098 -0.214
0.127 -0.152 0.334
-0.150 0.116 -0.292
-0.148 0.028 -0.216
0.143 0.195 0.556
-0.012 -0.912 -0.024
-0.236 0.173 -0.137
0.326 0.312 0.286

***

Below is 8 unconnected molecules or ions with the total composition C9H34N14O9 in a non-equilibrium geometry, with properties calculated with ωB97M-V/def2-TZVPD.

## Properties
- HOMO-LUMO gap (eV) = 9.0
- lowest unoccupied orbital energy (eV) = 0.0
- largest force on an atom (eV/Å) = 4.62
- relative energy (zero: lowest compared OMol25 entry of this formula, charge and spin) (kcal per mole) = 0.55
- E (eV) = -49180.4121

Element x y z (Å)
N: 14.988 -11.205 2.307
C: 15.500 -9.978 2.363
N: 16.666 -9.808 1.712
O: 14.959 -9.046 2.945
H: 15.632 -11.936 1.998
H: 14.335 -11.343 3.076
H: 16.685 -8.914 1.226
H: 16.973 -10.634 1.198
N: 13.154 -6.883 5.729
C: 12.110 -7.161 4.821
N: 12.347 -7.840 3.657
O: 10.909 -6.860 5.068
H: 14.098 -7.017 5.353
H: 13.143 -6.051 6.315
H: 11.460 -7.984 3.222
H: 13.234 -8.109 3.301
N: 12.069 -16.818 7.421
C: 11.521 -15.694 6.879
N: 12.310 -14.953 5.953
O: 10.340 -15.415 7.068
H: 13.074 -17.043 7.429
H: 11.565 -17.272 8.187
H: 12.022 -14.107 5.461
H: 13.306 -15.045 6.024
N: 15.161 -15.307 2.074
C: 14.022 -14.624 2.612
N: 12.769 -14.933 2.051
O: 14.123 -13.916 3.580
H: 16.083 -15.115 2.407
H: 15.263 -15.890 1.234
H: 12.009 -14.573 2.645
H: 12.705 -15.692 1.373
N: 8.203 -13.822 6.034
C: 8.165 -12.615 6.696
N: 9.047 -12.523 7.715
O: 7.306 -11.799 6.403
H: 7.497 -14.050 5.375
H: 8.928 -14.438 6.373
H: 9.102 -11.652 8.190
H: 9.668 -13.298 7.859
N: 15.987 -10.873 5.380
C: 15.581 -9.682 5.697
N: 14.302 -9.693 6.228
O: 16.247 -8.698 5.666
H: 16.949 -10.985 5.138
H: 15.562 -11.696 5.776
H: 13.581 -10.389 6.008
H: 14.062 -8.782 6.502
N: 8.953 -9.565 4.943
C: 8.678 -10.165 3.742
N: 8.098 -11.490 3.753
O: 9.046 -9.724 2.673
H: 8.363 -9.853 5.695
H: 9.112 -8.571 4.716
H: 7.659 -11.511 2.809
H: 7.348 -11.636 4.422
O: 10.737 -13.119 3.262
C: 11.372 -11.944 2.884
C: 11.989 -11.077 4.065
O: 12.740 -11.937 4.905
H: 9.880 -12.974 3.700
H: 12.271 -12.209 2.290
H: 10.722 -11.364 2.302
H: 11.229 -10.620 4.694
H: 12.697 -10.326 3.662
H: 13.091 -12.640 4.312

Atomic forces in eV per Å
-0.487 -1.387 0.273
-0.530 1.633 0.628
1.242 -0.015 -1.241
-0.361 0.001 -0.196
-0.878 0.063 0.593
0.441 -0.712 -0.350
0.488 -0.405 0.217
0.061 0.859 -0.117
0.615 -0.226 -1.224
-2.085 0.723 0.655
-0.253 1.150 1.822
2.265 -0.281 0.075
-0.429 -0.070 0.054
-0.796 -0.394 -0.425
-0.047 -0.415 -0.766
0.668 -0.358 -0.289
1.119 -0.743 0.881
0.238 1.514 -2.093
-0.341 -1.356 1.402
0.258 -0.022 0.386
-0.970 0.579 -0.335
0.063 0.585 -0.688
-0.532 -0.339 0.656
0.169 -0.085 -0.103
-0.776 0.173 -0.464
-0.447 -3.102 -2.281
2.270 0.543 0.773
0.541 1.028 0.841
-0.068 0.579 0.735
-1.159 0.621 0.569
-0.070 -0.462 -0.783
-0.331 0.559 0.604
1.238 0.971 1.172
-1.062 -1.966 -0.733
-0.151 -0.065 -0.493
-0.206 1.445 0.254
-0.234 -0.135 -0.207
-0.227 -0.754 -0.637
0.275 0.288 0.375
0.320 0.183 0.306
1.627 -4.104 -1.377
-3.253 0.453 2.050
0.191 -0.763 -0.233
1.567 2.449 -0.348
0.385 0.141 -0.120
-0.232 0.250 -0.105
0.758 0.499 0.010
-1.027 0.951 0.355
-0.158 0.575 -1.747
0.070 -1.700 0.255
-0.618 1.360 -1.569
0.078 0.567 -0.174
-0.301 0.117 0.633
0.129 -0.485 1.091
0.643 -0.433 0.790
0.346 0.125 0.558
-0.063 -1.396 0.721
2.029 1.134 1.125
-0.455 -0.822 -0.925
0.372 -0.951 -0.105
0.206 0.450 -0.217
-0.623 -0.197 -0.026
-0.752 1.101 -0.933
-0.043 0.257 -0.165
-0.827 -0.050 -0.042
0.119 0.267 0.651

***

Below is 9 unconnected molecules or ions with the total composition C9H36O9 in a non-equilibrium geometry, with properties calculated with ωB97M-V/def2-TZVPD.

## Properties
- HOMO-LUMO gap (eV) = 10.3
- lowest unoccupied orbital energy (eV) = 0.4
- largest force on an atom (eV/Å) = 1.95
- relative energy (zero: lowest compared OMol25 entry of this formula, charge and spin) (kcal per mole) = 143.50
- E (eV) = -28339.0833

Element x y z (Å)
C: -26.301 4.087 7.875
O: -26.890 4.646 9.018
H: -25.285 3.860 8.198
H: -26.803 3.203 7.482
H: -26.231 4.757 7.018
H: -26.179 5.165 9.402
C: -19.193 6.365 11.086
O: -18.917 7.102 9.949
H: -20.260 6.151 11.138
H: -18.738 5.375 11.046
H: -18.961 6.894 12.011
H: -19.514 7.854 9.965
C: -22.716 3.562 10.906
O: -21.969 2.428 10.543
H: -22.692 3.679 11.990
H: -22.265 4.449 10.460
H: -23.748 3.589 10.556
H: -21.120 2.485 10.989
C: -18.617 2.016 11.073
O: -19.547 2.838 11.747
H: -19.160 1.376 10.378
H: -17.940 2.583 10.434
H: -17.975 1.439 11.738
H: -19.042 3.204 12.476
C: -21.985 6.123 8.146
O: -22.306 7.487 8.040
H: -21.434 5.863 9.050
H: -22.942 5.601 8.111
H: -21.387 5.764 7.308
H: -21.495 7.996 8.109
C: -21.267 -1.412 10.276
O: -19.898 -1.661 10.381
H: -21.437 -0.337 10.345
H: -21.708 -1.704 9.323
H: -21.825 -2.042 10.968
H: -19.510 -1.234 9.614
C: -24.556 1.672 14.444
O: -25.465 2.557 15.099
H: -23.590 2.083 14.150
H: -24.398 0.818 15.103
H: -24.934 1.072 13.616
H: -26.358 2.215 15.013
C: -20.738 0.470 13.728
O: -21.221 -0.059 14.951
H: -20.477 1.503 13.961
H: -19.815 -0.013 13.406
H: -21.465 0.482 12.916
H: -21.899 -0.701 14.726
C: -24.219 5.515 13.635
O: -23.810 6.736 13.039
H: -24.783 5.771 14.532
H: -24.859 4.926 12.978
H: -23.311 4.964 13.880
H: -23.699 7.391 13.732

Atomic forces in eV per Å
1.050 -0.172 -0.372
-0.688 0.245 0.113
0.265 -0.627 -0.695
-0.180 -0.095 0.621
-0.103 0.453 0.044
-0.312 0.214 0.308
-1.161 -0.842 0.952
0.442 0.600 -0.969
-0.319 -0.094 0.122
0.443 0.276 -0.078
0.426 -0.061 0.120
0.111 0.142 -0.130
0.677 0.816 0.263
-0.836 -0.781 -0.676
-0.283 0.152 0.102
0.079 0.266 0.129
0.008 -0.788 -0.032
0.089 0.251 0.235
0.519 -0.332 -1.089
0.567 0.043 0.364
-0.084 -0.237 0.333
0.045 0.412 0.010
-0.343 -0.239 0.163
-0.420 0.331 0.257
-0.151 -0.492 -0.287
0.125 0.450 0.124
-0.135 0.103 0.191
0.125 -0.166 0.184
0.063 0.047 -0.215
0.019 0.067 -0.087
-1.028 0.153 -0.497
0.675 -0.353 -0.155
-0.548 0.019 0.565
0.294 -0.136 -0.478
0.237 0.476 0.538
0.352 -0.104 0.036
-0.367 -1.815 0.617
0.560 0.342 -0.750
-0.358 0.551 0.303
0.735 0.147 0.635
-0.588 0.894 -0.759
0.052 -0.077 -0.080
0.464 0.802 0.361
-0.366 -0.354 -0.254
-0.021 0.121 -0.236
-0.054 -0.301 -0.129
-0.085 -0.124 0.023
0.026 -0.149 0.217
0.224 0.505 0.581
-0.092 0.314 -0.740
-0.051 -0.556 0.156
0.130 0.208 -0.150
-0.223 -0.429 0.244
-0.007 -0.075 -0.054